No. 1
A 5-piece molecular cluster, C18H27NO17 overall, computed with ωB97M-V with the def2-TZVPD basis set.

Cartesian coordinates (Å):
1 N -1.7063 -1.6927 4.9764
2 O -1.7970 -0.3434 4.4540
3 C -2.5882 -0.2677 3.3648
4 O -2.5399 -1.0247 2.4400
5 O -3.4064 0.7851 3.3889
6 C -3.9286 1.1651 4.6903
7 C -5.2444 1.9251 4.4929
8 C -6.3295 1.4129 5.4518
9 C -7.2736 0.3465 4.8659
10 O -6.7572 -0.2760 3.6798
11 C -5.8085 -1.1939 3.8570
12 O -5.5614 -1.7618 4.8874
13 H -1.8501 -1.5401 5.9704
14 H -2.5191 -2.2033 4.6330
15 H -4.1264 0.2546 5.2563
16 H -3.1944 1.7696 5.2175
17 H -5.5564 1.8791 3.4524
18 H -5.0727 2.9769 4.7238
19 H -5.8778 1.0443 6.3740
20 H -6.9481 2.2593 5.7544
21 H -7.5022 -0.3989 5.6254
22 H -8.2165 0.7948 4.5641
23 H -5.2131 -1.3572 2.9539
24 C -4.3972 -1.6236 -0.0302
25 C -3.3637 -1.5460 -1.1336
26 O -4.0433 -2.1779 -2.2285
27 C -5.3810 -2.0822 -2.0144
28 O -6.2103 -2.3603 -2.8169
29 O -5.6280 -1.6273 -0.7665
30 H -4.3584 -0.7784 0.6480
31 H -4.3252 -2.5504 0.5414
32 H -3.1303 -0.5163 -1.4103
33 H -2.4408 -2.0703 -0.9056
34 C -1.3888 -1.9841 -4.1548
35 C -0.3220 -2.0797 -5.2275
36 O 0.7217 -1.2564 -4.6890
37 C 0.5714 -1.2024 -3.3495
38 O 1.3697 -0.7364 -2.5982
39 O -0.6041 -1.7476 -2.9744
40 H -1.9784 -2.8882 -4.0385
41 H -2.0594 -1.1374 -4.3045
42 H 0.0611 -3.0938 -5.3477
43 H -0.6376 -1.6950 -6.1929
44 C 4.4469 0.4306 -3.1081
45 C 4.1429 0.0300 -1.6806
46 O 5.4467 0.0460 -1.0775
47 C 6.2383 0.8632 -1.7989
48 O 7.3260 1.2207 -1.4695
49 O 5.6321 1.2254 -2.9516
50 H 3.6592 1.0155 -3.5718
51 H 4.6814 -0.4265 -3.7410
52 H 3.5129 0.7579 -1.1692
53 H 3.6940 -0.9523 -1.5932
54 C 9.8811 3.0440 -2.9030
55 C 10.5471 1.6858 -2.8568
56 O 11.8354 1.9635 -3.4198
57 C 12.1010 3.2816 -3.2532
58 O 13.1534 3.7908 -3.4624
59 O 10.9995 3.9352 -2.8141
60 H 9.1925 3.2109 -2.0807
61 H 9.3654 3.2231 -3.8480
62 H 10.6756 1.3217 -1.8369
63 H 10.0310 0.9326 -3.4445

Summary:
Charge: 0
DFT total energy: -55400.0524 eV
LUMO: 0.2670 eV
SMILES: NOC(=O)OCCCCOC=O.O=C1OCCO1.O=C1OCCO1.O=C1OCCO1.O=C1OCCO1

No. 2
One molecule with the formula H4NO2PS in a non-equilibrium geometry, computed with ωB97M-V with the def2-TZVPD basis set.

Cartesian coordinates (Å):
1 N -1.6641 0.9665 -0.4383
2 O -0.1279 -1.6540 -0.4108
3 O -0.2702 -0.4262 1.6133
4 P -0.0531 -0.1251 0.0671
5 S 1.9554 0.5401 -0.3478
6 H -1.3218 1.6428 -1.1059
7 H 0.5108 -2.1206 0.1814
8 H -0.5434 0.3481 2.0127
9 H 1.5143 0.8284 -1.5718

Summary:
Charge: 0
DFT total energy: -25773.0210 eV
LUMO: 0.0635 eV
ΔE to the lowest compared entry with this formula, charge and spin: 333.9 kJ/mol
SMILES: N=P(O)(O)S

No. 3
One molecule with the formula C5H9N3 in a non-equilibrium geometry, computed with ωB97M-V with the def2-TZVPD basis set.

Cartesian coordinates (Å):
1 C 1.5171 0.5967 1.2376
2 C 1.3326 1.4169 -0.0870
3 C 1.3764 0.0195 -0.0822
4 C 1.0297 -1.0736 -0.9447
5 C -2.4801 -0.6030 0.2613
6 N -0.0480 1.8179 -0.5797
7 N -1.0654 1.1791 -0.3592
8 N -1.2738 0.0883 0.1945
9 H 2.5068 0.6505 1.6393
10 H 0.6757 0.4218 2.0392
11 H 2.0916 2.2873 -0.4302
12 H 0.3389 -0.6553 -1.6548
13 H 0.4623 -1.8407 -0.3425
14 H 1.7907 -1.5908 -1.5125
15 H -2.3804 -1.4009 1.0129
16 H -3.4405 -0.1362 0.2585
17 H -2.4336 -1.1775 -0.6504

Summary:
Charge: 0
DFT total energy: -9793.9613 eV
LUMO (alpha / beta): -0.6974 / -0.0056 eV
ΔE to the lowest compared entry with this formula, charge and spin: 724.2 kJ/mol